1.
Computed, not measured: a single C18H21ClN2O3S molecule, with ωB97M-V with the def2-TZVPD basis set.

Output
Energy relative to the best compared isomer or geometry (same formula, charge and spin)   0.00 kJ/mol
SMILES   Cc1ccc(S(=O)(=O)NCCC(=O)Nc2ccc(C)c(Cl)c2)cc1C
LUMO energy   0.021 hartree
Total charge   0
Orbital gap   9.0 eV

Each atom is followed by the atoms it is bonded to, with distances in Å.
CARTESIAN COORDINATES (ANGSTROEM)
1 C -3.71177 1.29618 -0.17278  C2 1.496, H44 1.086, H45 1.089, H46 1.089
2 C -2.65546 0.23785 -0.12510  C1 1.496, C3 1.388, C7 1.400
3 C -2.51041 -0.55402 1.00569  C2 1.388, C4 1.385, H43 1.080
4 C -1.53721 -1.53669 1.07700  C3 1.385, C5 1.377, H42 1.077
5 C -0.68288 -1.69831 0.00859  C4 1.377, C6 1.381, S13 1.791
6 C -0.81791 -0.93096 -1.13188  C5 1.381, C7 1.387, H12 1.079
7 C -1.80867 0.03547 -1.22194  C2 1.400, C6 1.387, C8 1.495
8 C -1.97226 0.83516 -2.47458  C7 1.495, H9 1.090, H10 1.088, H11 1.086
9 H -2.92994 0.60974 -2.94350  C8 1.090
10 H -1.95250 1.90026 -2.25527  C8 1.088
11 H -1.17931 0.60899 -3.18108  C8 1.086
12 H -0.13777 -1.10682 -1.95089  C6 1.079
13 S 0.61446 -2.93274 -0.02621  C5 1.791, O14 1.442, O15 1.432, N16 1.653
14 O 1.84788 -2.27281 -0.37757  S13 1.442
15 O 0.17739 -4.00874 -0.86440  S13 1.432
16 N 0.76749 -3.62179 1.46800  S13 1.653, H17 1.005, C18 1.451
17 H 0.14213 -4.40420 1.55367  N16 1.005
18 C 1.21245 -3.04792 2.72365  N16 1.451, C19 1.527, H40 1.100, H41 1.096
19 C 2.10644 -1.82908 2.50906  C18 1.527, H20 1.087, H21 1.092, C22 1.525
20 H 2.80198 -2.02024 1.69586  C19 1.087
21 H 2.66327 -1.65044 3.43151  C19 1.092
22 C 1.25505 -0.58906 2.25926  C19 1.525, O23 1.214, N24 1.357
23 O 0.42796 -0.22378 3.06939  C22 1.214
24 N 1.53648 0.04087 1.09104  C22 1.357, C25 1.395, H39 1.017
25 C 0.92929 1.17866 0.56033  N24 1.395, C26 1.394, C30 1.391
26 C 1.25771 1.52636 -0.74864  C25 1.394, C27 1.380, H38 1.079
27 C 0.70203 2.65224 -1.32211  C26 1.380, C28 1.393, Cl37 1.732
28 C -0.19064 3.46822 -0.63054  C27 1.393, C29 1.388, C33 1.497
29 C -0.50445 3.09846 0.67039  C28 1.388, C30 1.382, H32 1.080
30 C 0.03901 1.97776 1.26948  C25 1.391, C29 1.382, H31 1.076
31 H -0.22565 1.71600 2.27919  C30 1.076
32 H -1.19265 3.71083 1.23442  C29 1.080
33 C -0.77545 4.69016 -1.26667  C28 1.497, H34 1.090, H35 1.090, H36 1.087
34 H 0.01108 5.41058 -1.48902  C33 1.090
35 H -1.26093 4.44003 -2.20947  C33 1.090
36 H -1.50067 5.15882 -0.60686  C33 1.087
37 Cl 1.13187 3.04526 -2.95301  C27 1.732
38 H 1.94390 0.91272 -1.31212  C26 1.079
39 H 2.08580 -0.49672 0.42467  N24 1.017
40 H 0.36370 -2.74551 3.35391  C18 1.100
41 H 1.77425 -3.82529 3.25428  C18 1.096
42 H -1.44673 -2.15206 1.95679  C4 1.077
43 H -3.16892 -0.40302 1.84777  C3 1.080
44 H -4.28529 1.31146 0.74966  C1 1.086
45 H -3.25512 2.27451 -0.31554  C1 1.089
46 H -4.39235 1.12227 -1.00503  C1 1.089

2.
Computed, not measured: a single C5H8O molecule, with ωB97M-V with the def2-TZVPD basis set.

Output
Energy relative to the best compared isomer or geometry (same formula, charge and spin)   322.70 kJ/mol
SMILES   C=C=C(C)OC
LUMO energy   0.031 hartree
Total charge   0
Orbital gap   9.8 eV

Each atom is followed by the atoms it is bonded to, with distances in Å.
CARTESIAN COORDINATES (ANGSTROEM)
1 C -1.48625 0.65343 0.10818  O2 1.411, H7 1.097, H8 1.092, H9 1.099
2 O -0.46120 -0.21374 0.54125  C1 1.411, C5 1.400
3 C -0.32856 -1.66247 -1.82988  C4 1.310, H10 1.085, H11 1.086
4 C 0.58714 -0.90154 -1.28386  C3 1.310, C5 1.308
5 C 0.71351 -0.15350 -0.21780  O2 1.400, C4 1.308, C6 1.485
6 C 1.75108 0.72014 0.38659  C5 1.485, H12 1.095, H13 1.090, H14 1.096
7 H -2.45683 0.15110 0.20605  C1 1.097
8 H -1.47836 1.54344 0.74154  C1 1.092
9 H -1.34898 0.96524 -0.93660  C1 1.099
10 H -0.42354 -2.69946 -1.52523  C3 1.085
11 H -1.05439 -1.24405 -2.52092  C3 1.086
12 H 1.93829 0.38044 1.41027  C6 1.095
13 H 2.68591 0.73868 -0.17343  C6 1.090
14 H 1.34623 1.73675 0.44938  C6 1.096

3.
Computed, not measured: a single C18H21N3O3S molecule, with ωB97M-V with the def2-TZVPD basis set.

Output
Energy relative to the best compared isomer or geometry (same formula, charge and spin)   431.54 kJ/mol
SMILES   CN1CCO[C@@H](CN2c3ccccc3N(c3ccccc3)S2(=O)=O)C1
LUMO energy   0.028 hartree
Total charge   0
Orbital gap   8.9 eV

Each atom is followed by the atoms it is bonded to, with distances in Å.
CARTESIAN COORDINATES (ANGSTROEM)
1 O 2.09236 2.85905 0.11150  S25 1.456
2 O 0.78878 2.10072 -1.85676  S25 1.476
3 O 3.70406 -1.44339 -1.12203  C20 1.451, C24 1.422
4 C -2.09814 6.43913 -0.45197  C5 1.404, C6 1.407, H26 1.054
5 C -1.68382 6.12689 0.85279  C4 1.404, C9 1.406, H27 1.084
6 C -2.03756 5.46633 -1.46648  C4 1.407, C10 1.395, H28 1.093
7 C -2.81449 0.36879 2.33915  C8 1.405, C11 1.409, H29 1.086
8 C -2.02591 -0.78381 2.18207  C7 1.405, C12 1.392, H30 1.074
9 C -1.18221 4.85383 1.17507  C5 1.406, C13 1.406, H31 1.088
10 C -1.49782 4.21811 -1.15469  C6 1.395, C13 1.399, H32 1.091
11 C -2.35540 1.53097 1.68758  C7 1.409, C14 1.418, H33 1.099
12 C -0.80205 -0.76807 1.51847  C8 1.392, C15 1.398, H34 1.078
13 C -1.10995 3.89492 0.15001  C9 1.406, C10 1.399, N17 1.394
14 C -1.10040 1.56581 1.02740  C11 1.418, C15 1.404, N17 1.374
15 C -0.34349 0.39203 0.88805  C12 1.398, C14 1.404, N18 1.397
16 N 2.75810 -2.87636 1.24896  C19 1.489, C21 1.494, C22 1.493
17 N -0.53204 2.65292 0.40927  C13 1.394, C14 1.374, S25 1.725
18 N 0.86696 0.53227 0.20520  C15 1.397, C23 1.481, S25 1.734
19 C 2.64808 -3.54702 2.57332  N16 1.489, H35 1.110, H36 1.080, H37 1.082
20 C 3.45562 -2.87214 -1.18100  O3 1.451, C21 1.550, H38 1.096, H39 1.100
21 C 3.53600 -3.58874 0.19139  N16 1.494, C20 1.550, H40 1.085, H41 1.103
22 C 2.96729 -1.39815 1.26680  N16 1.493, C24 1.556, H42 1.081, H43 1.107
23 C 1.48190 -0.57897 -0.55569  N18 1.481, C24 1.522, H44 1.095, H45 1.074
24 C 2.93804 -0.74818 -0.14666  O3 1.422, C22 1.556, C23 1.522, H46 1.114
25 S 0.91654 2.16102 -0.38768  O1 1.456, O2 1.476, N17 1.725, N18 1.734
26 H -2.51070 7.37645 -0.70007  C4 1.054
27 H -1.85834 6.87880 1.61385  C5 1.084
28 H -2.41442 5.64642 -2.47706  C6 1.093
29 H -3.79300 0.31761 2.80795  C7 1.086
30 H -2.41881 -1.69648 2.58845  C8 1.074
31 H -0.89118 4.61231 2.19487  C9 1.088
32 H -1.44244 3.45634 -1.93430  C10 1.091
33 H -2.97302 2.43463 1.78257  C11 1.099
34 H -0.23552 -1.68578 1.52183  C12 1.078
35 H 3.65310 -3.87855 2.90952  C19 1.110
36 H 2.27174 -2.82398 3.28229  C19 1.080
37 H 2.05791 -4.45267 2.52566  C19 1.082
38 H 2.47441 -3.05242 -1.63514  C20 1.096
39 H 4.19890 -3.32737 -1.85256  C20 1.100
40 H 4.58435 -3.56807 0.47149  C21 1.085
41 H 3.14973 -4.62010 0.13537  C21 1.103
42 H 3.92356 -1.14031 1.70086  C22 1.081
43 H 2.18694 -0.99687 1.94102  C22 1.107
44 H 0.96898 -1.52799 -0.36751  C23 1.095
45 H 1.40088 -0.41103 -1.61300  C23 1.074
46 H 3.43864 0.24327 -0.05802  C24 1.114

- Which of these has the lowest orbital gap?
  C18H21N3O3S